{
  "formula": "C4H6O3Y",
  "method": "ωB97M-V with the def2-TZVPD basis set",
  "total_charge": 0,
  "relative_energy_kj_mol": 0.00,
  "spin_multiplicity": 2,
  "e_homo_ev": [-5.766, -7.186],
  "gap_ev": [5.63, 6.74],
  "elements": ["Y", "O", "O", "O", "C", "C", "C", "C", "H", "H", "H", "H", "H", "H"],
  "coordinates": [[1.28652, 1.58950, 1.18148], [1.59370, 1.13731, -0.96860], [1.78804, -0.41797, 1.32879], [-0.60742, 0.43430, 0.37996], [0.90257, -1.33922, 0.78734], [0.09294, -0.62312, -0.31602], [1.28098, -0.05016, -1.27109], [-1.64381, 1.02190, -0.38229], [-2.57586, 0.45076, -0.25365], [-1.38603, 1.05311, -1.45214], [0.21451, -1.84420, 1.49510], [1.46728, -2.15676, 0.29349], [-0.62215, -1.30012, -0.80813], [-1.79129, 2.04467, -0.01423]],
  "lowdin_charge": [1.3152, -0.3141, -0.4276, -0.3714, -0.3189, -0.3439, -0.1291, -0.0889, 0.1018, 0.1059, 0.1221, 0.1221, 0.1442, 0.0826]
}



{
  "formula": "C9H10N3S3",
  "method": "ωB97M-V with the def2-TZVPD basis set",
  "total_charge": 1,
  "spin_multiplicity": 1,
  "e_homo_ev": [-11.847, -11.846],
  "gap_ev": [6.83, 6.83],
  "elements": ["S", "S", "S", "N", "N", "N", "C", "C", "C", "C", "C", "C", "C", "C", "C", "H", "H", "H", "H", "H", "H", "H", "H", "H", "H"],
  "coordinates": [[-0.54288, -4.05330, -0.38852], [-1.28063, 0.07761, -2.03539], [1.45134, -0.27293, -2.18145], [-0.53589, -2.93845, 1.91462], [-0.09599, -0.93667, -2.05120], [-0.02115, -1.53531, 0.14146], [-1.03471, 1.90435, 1.10694], [0.87568, 1.38376, -2.42166], [-0.01007, -0.27493, 0.68966], [1.26053, 0.27825, 0.73499], [-0.47624, 1.55788, -2.35159], [0.21838, 2.45989, 1.10948], [1.35750, 1.60995, 0.95751], [-1.16344, 0.52406, 0.93806], [-0.30824, -2.66767, 0.61052], [2.41969, 1.92353, 1.17482], [-0.70398, -2.13392, 2.44936], [-2.08918, -0.19243, 1.01499], [0.33105, 3.54377, 1.35545], [-0.31470, -3.45654, -1.48965], [-1.99169, 2.59196, 1.17704], [-0.32476, -3.83369, 2.17461], [1.58849, 2.22962, -2.61030], [-0.78420, 2.47770, -2.60688], [2.17510, -0.26650, 0.58713]],
  "lowdin_charge": [0.9385, 1.0658, 1.0516, 0.1425, -0.6552, -0.0047, -0.1181, -0.3803, -0.3563, -0.1199, -0.3743, -0.0801, -0.0890, -0.0774, -0.7876, 0.1355, 0.1009, 0.1558, 0.1252, -0.1755, 0.1571, 0.0642, 0.1186, 0.0532, 0.1095]
}



{
  "formula": "C16H46IN6O7PSi2",
  "method": "ωB97M-V with the def2-TZVPD basis set",
  "total_charge": 0,
  "spin_multiplicity": 1,
  "e_homo_ev": -7.907,
  "gap_ev": 8.44,
  "elements": ["I", "P", "Si", "Si", "O", "O", "O", "O", "O", "O", "O", "N", "N", "N", "N", "N", "N", "C", "C", "C", "C", "C", "C", "C", "C", "C", "C", "C", "C", "C", "C", "C", "C", "H", "H", "H", "H", "H", "H", "H", "H", "H", "H", "H", "H", "H", "H", "H", "H", "H", "H", "H", "H", "H", "H", "H", "H", "H", "H", "H", "H", "H", "H", "H", "H", "H", "H", "H", "H", "H", "H", "H", "H", "H", "H", "H", "H", "H", "H"],
  "coordinates": [[-2.73220, 4.14123, -2.85154], [-2.93914, 0.81136, -0.83888], [0.40636, 4.06282, -0.20211], [-2.14192, 2.93380, -0.80975], [3.64854, -2.76972, 3.72658], [-3.86202, 0.79101, -2.19096], [-0.51694, 2.73482, -0.75297], [-4.04478, 0.75044, 0.37914], [2.73355, 1.28903, 1.48110], [-6.36193, -5.15197, -3.14910], [-2.73413, 3.67184, 0.55321], [-5.27744, -2.75647, -1.97036], [3.06607, -2.24164, 0.95730], [0.64155, 5.73475, 3.23694], [2.36413, 4.11855, 3.31492], [2.23596, 5.68592, 1.46312], [2.37963, 1.55246, -0.78186], [3.15512, 0.57195, -1.56561], [-7.73530, -5.39300, -2.90004], [0.55411, 3.85278, 1.66408], [0.96305, 0.07262, 0.55992], [2.11023, 1.03076, 0.49443], [2.98669, 2.88195, -0.75680], [-7.45996, -2.15419, -2.86959], [4.69875, -2.54280, 2.80707], [4.34587, -2.84327, 1.34325], [4.58144, 0.32634, -1.08191], [4.31695, -4.33153, 1.00844], [2.02534, 4.00552, -1.14935], [3.48905, -4.11290, 4.14440], [-6.06968, -2.68584, -3.20467], [-6.08191, -4.02480, -3.95558], [1.46220, 4.83329, 2.39248], [0.01838, 0.59541, 0.59570], [3.01528, 5.13131, 1.12054], [3.45256, 3.13207, 0.19203], [-4.48601, 0.04941, -2.13751], [0.57501, 6.62420, 2.74844], [-0.43450, 4.01510, 2.06273], [-3.89375, -0.03892, 0.91277], [3.02807, -4.09748, 5.13173], [-4.32148, -3.01006, -2.20778], [2.37713, -2.53201, 1.64692], [3.13117, -1.23772, 1.08826], [-7.40481, -1.10126, -2.59290], [-5.61366, -3.55426, -1.43696], [5.12898, -2.38820, 0.72941], [3.41632, -4.81875, 1.38074], [-2.46697, 3.12557, 1.30888], [4.44988, -4.63044, 4.21516], [2.82279, -4.65991, 3.47303], [1.79967, 3.95060, -2.20576], [0.79850, 2.82620, 1.89801], [-7.90980, -2.68158, -2.02910], [2.53297, 4.94700, -1.01446], [-5.07783, -4.19673, -4.35247], [4.68600, 0.43583, -0.01353], [2.67013, 6.41273, 2.02453], [4.33388, -4.47408, -0.07205], [-8.13179, -2.24012, -3.72562], [5.18259, -4.84798, 1.42830], [0.96774, -0.60916, -0.27714], [-8.35478, -5.12027, -3.75881], [3.31878, 4.42584, 3.19436], [3.12026, 0.84858, -2.60650], [2.34119, 3.11896, 3.16241], [2.61994, -0.36401, -1.50009], [1.07173, -0.51216, 1.45315], [-8.07655, -4.85608, -2.01203], [-6.76134, -3.99121, -4.81710], [-0.35620, 5.27643, -0.56046], [-7.85255, -6.45954, -2.71040], [4.92482, -1.47585, 2.88565], [3.78757, 2.88262, -1.48100], [5.60307, -3.08288, 3.11767], [1.21450, 5.92927, 4.04955], [4.89175, -0.66323, -1.37402], [-5.59423, -1.95637, -3.86776], [5.24829, 1.02797, -1.56188]],
  "lowdin_charge": [0.5203, 0.6919, 0.5513, -0.2527, -0.1856, -0.3826, -0.3991, -0.3368, 0.0824, -0.1887, -0.2098, 0.0400, 0.0645, 0.0664, 0.0849, 0.0613, -0.0670, -0.1966, -0.1048, -0.1693, 0.0048, -0.5410, -0.2222, -0.0672, -0.2034, -0.4235, -0.0676, -0.0679, -0.2271, -0.1062, -0.4341, -0.2099, -0.6831, 0.0560, 0.0561, 0.1054, 0.0260, 0.0682, 0.0647, 0.0390, 0.0870, 0.0764, 0.0758, 0.0356, 0.0734, 0.0711, 0.1280, 0.0644, 0.0521, 0.0900, 0.0749, 0.0787, 0.0624, 0.0655, 0.0592, 0.1226, 0.0682, 0.0786, 0.0748, 0.0799, 0.0785, 0.0827, 0.0905, 0.0695, 0.1187, 0.0493, 0.0985, 0.0732, 0.0751, 0.1210, 0.0178, 0.0871, 0.1233, 0.1098, 0.1207, 0.0603, 0.0693, 0.1333, 0.0660]
}



{
  "formula": "C4H28NO8S",
  "method": "ωB97M-V with the def2-TZVPD basis set",
  "total_charge": 1,
  "relative_energy_kj_mol": 195.22,
  "spin_multiplicity": 1,
  "e_homo_ev": -11.748,
  "gap_ev": 9.12,
  "elements": ["S", "O", "O", "O", "O", "O", "O", "O", "O", "N", "C", "C", "C", "C", "H", "H", "H", "H", "H", "H", "H", "H", "H", "H", "H", "H", "H", "H", "H", "H", "H", "H", "H", "H", "H", "H", "H", "H", "H", "H", "H", "H"],
  "coordinates": [[2.42615, 0.50652, -3.52223], [1.10460, 4.12422, 0.83892], [-1.49292, 2.74061, -3.13416], [-2.28645, -0.62790, -2.73615], [1.23927, -3.25083, 1.22638], [-2.56098, -0.15131, 1.77811], [-1.42889, -3.56973, 1.90049], [2.17970, 0.03320, 3.35508], [-3.86517, -1.62618, 0.09285], [0.69497, -0.64313, 1.04897], [0.68736, 0.51944, -0.06545], [-0.04034, 1.72409, 0.53508], [1.89481, 0.86799, -0.77456], [2.34016, -0.18175, -1.85640], [3.10253, 0.21927, 3.44465], [1.74789, 4.57520, 0.25617], [-0.02508, 2.57151, -0.10979], [1.76501, 1.81922, -1.36930], [3.73510, 0.47755, -3.57437], [0.99392, 4.80029, 1.52850], [1.16768, -1.62806, 0.76508], [1.74090, -4.09329, 1.19475], [2.68652, 1.17959, 0.02874], [-2.15056, -3.06219, 1.39504], [-1.56608, -0.76913, -3.32902], [-1.63576, 1.79640, -2.92457], [-3.11328, -0.55823, 1.09043], [0.50419, 1.94600, 1.52252], [-3.47174, -1.88535, -0.67628], [-1.18130, 1.33464, 0.64116], [0.43150, -3.41992, 1.74176], [-0.00206, 0.04240, -0.72800], [-2.20392, 0.56976, 1.24897], [1.50996, -0.77078, -1.90014], [3.31149, -0.71735, -1.61543], [1.85755, -0.34444, 4.04997], [1.15851, -0.29234, 1.87445], [-1.95610, 3.33584, -2.60797], [-0.22100, -1.01414, 1.22406], [-4.63410, -1.06051, -0.20644], [-2.95150, -1.05794, -3.27404], [-1.49253, -4.45923, 1.62217]],
  "lowdin_charge": [0.7466, -0.0760, -0.0364, -0.0316, -0.0696, -0.0688, -0.0467, 0.0598, -0.0077, 0.2110, -0.3581, -0.0350, -0.2394, -0.5413, 0.0732, 0.0684, 0.0505, 0.1124, -0.1549, 0.0639, 0.1551, 0.0930, 0.1608, 0.0874, 0.0301, 0.0180, -0.0314, 0.1134, -0.0112, 0.1020, 0.0179, 0.1162, -0.0267, 0.0006, 0.1050, -0.0348, 0.0724, -0.0027, 0.1042, 0.1253, 0.0521, 0.0332]
}



Number 1: E_tot -11427.2953 eV. Number 2: E_tot -46461.5093 eV. Number 3: E_tot -73761.0727 eV. Number 4: E_tot -33300.0902 eV.